Molecular formula: C6H10
Method: DFT, ωB97M-V/def2-TZVPD

Cartesian coordinates (Å):
C  -1.964  0.060  -0.108
C  -1.324  -1.097  -0.252
C  0.046  -1.438  0.280
C  0.906  -0.252  0.735
C  1.290  0.662  -0.396
C  1.030  1.964  -0.455
H  -1.526  0.905  0.417
H  -2.959  0.209  -0.519
H  -1.821  -1.901  -0.799
H  0.590  -1.999  -0.492
H  -0.066  -2.141  1.121
H  0.392  0.318  1.519
H  1.818  -0.656  1.194
H  1.821  0.189  -1.226
H  0.492  2.474  0.344
H  1.330  2.572  -1.304

Values from the calculation:
* SMILES: C=CCCC=C
* E_HOMO: -9.41 eV
* electronic energy: -234.564115 Ha